This record from the Open Molecules 2025 dataset describes a cluster of 2 separate species, C28H28ClFIN2O5P in total. The level of theory is wB97M-V/def2-TZVPD.

Frontier orbital gap (eV): 7.220
Lowest unoccupied orbital energy (eV): -1.066
E_HOMO (Ha): -0.304
SMILES: CCNc1cc2c(c([C@H](Cl)CC)c1)C(=O)c1c(ccc([C@@H](F)CC)c1P(O)I)C2=O.O=[N+]([O-])c1ccccc1

```
67
Properties=species:S:1:pos:R:3:forces:R:3
C -4.954 -2.554 5.030 0.2338 -0.0700 0.4533
C -3.763 -2.821 3.985 -0.5059 -0.0539 1.4996
N -4.225 -2.773 2.535 2.6635 2.1101 0.2576
C -2.981 -2.435 1.770 1.8666 0.4419 -1.6026
C -1.681 -3.241 2.088 0.5621 2.8845 -2.9525
C -0.407 -2.828 1.311 -2.3583 1.5318 -0.5285
C -0.439 -1.659 0.258 -1.3316 -0.5834 1.2578
C -1.722 -0.848 -0.078 0.2020 -3.0207 2.6265
C -1.714 0.338 -1.134 -1.6895 -0.0055 -0.4810
Cl -0.423 1.636 -0.765 -0.6212 -1.2799 -0.2508
C -3.120 1.169 -1.197 1.7529 1.3472 0.1901
C -3.193 2.137 0.098 -0.9784 -0.4631 -0.1824
C -3.016 -1.272 0.711 3.1692 -1.3888 0.3825
C 0.983 -1.320 -0.429 -0.2765 -0.0017 -1.2235
O 1.118 -1.123 -1.657 -0.3556 -0.5983 4.2301
C 2.207 -1.301 0.629 1.5318 0.0523 1.6381
C 2.235 -2.475 1.677 1.6964 2.0107 -0.3020
C 3.365 -2.553 2.724 -0.3884 3.3544 -2.9816
C 4.416 -1.401 2.711 -2.3412 -0.3682 -1.7565
C 4.367 -0.217 1.713 -1.5827 -2.4599 -0.4438
C 5.473 0.913 1.862 0.3320 -0.5138 1.9579
F 5.896 1.542 0.652 -0.9615 -0.9202 1.5631
C 4.922 1.959 2.986 -1.0083 -0.5046 -0.3680
C 5.137 1.446 4.493 -0.5466 0.4067 0.4374
C 3.269 -0.146 0.618 0.7757 -3.1969 3.0985
P 3.067 1.183 -0.717 -0.0035 -0.7088 -1.7966
O 4.432 1.139 -1.797 -0.9380 1.0093 1.9385
I 3.085 3.468 0.302 0.2924 -0.3748 -0.0160
C 1.021 -3.538 1.576 0.0119 -0.9663 0.3699
O 1.158 -4.771 1.725 -0.4419 4.1983 -0.2720
H -5.386 -1.485 4.954 0.5847 -1.7539 -0.1531
H -5.790 -3.345 4.979 1.2720 1.3318 -0.1398
H -4.513 -2.618 6.097 -0.6002 0.0386 -1.7043
H -3.311 -3.854 4.232 -0.7115 1.7481 -0.5459
H -2.978 -1.994 4.153 -0.9993 -1.4117 -0.1193
H -4.768 -1.883 2.501 0.1651 -1.0261 -0.2106
H -1.633 -4.079 2.873 -0.1431 1.5479 -1.5543
H -1.512 -0.017 -2.212 0.0575 0.2398 2.0305
H -2.981 1.880 -2.101 -0.6098 -1.9210 2.0816
H -4.028 0.494 -1.330 1.3011 0.8277 0.1982
H -4.303 2.332 0.319 1.5847 -0.3297 -0.0564
H -2.725 3.172 -0.082 -0.5114 -1.8675 0.2515
H -2.692 1.587 0.972 -0.8424 1.1500 -1.0523
H -3.985 -0.685 0.514 1.6726 -1.1783 0.5135
H 3.421 -3.390 3.487 -0.0999 1.2467 -1.2307
H 5.240 -1.479 3.504 -1.2901 0.2819 -1.4936
H 6.405 0.403 2.322 -1.3339 0.8148 -0.9847
H 5.309 3.019 2.838 -0.3041 -1.5429 0.0561
H 3.778 1.980 2.817 1.9059 0.2468 0.2508
H 5.407 0.343 4.591 -0.3118 1.5348 -0.2739
H 4.132 1.593 5.042 1.6487 -0.3196 -0.7690
H 5.905 2.063 5.078 -0.9429 -0.9144 -1.0340
H 4.847 2.037 -1.831 -0.3326 -1.0650 0.1634
O -3.414 3.945 -5.292 0.3154 -0.5711 0.2967
N -2.828 2.972 -4.845 -0.3566 0.4591 0.0711
O -2.971 2.539 -3.707 0.0659 0.5592 -1.3897
C -1.885 2.278 -5.726 0.5550 -0.4156 -0.4643
C -1.666 2.761 -7.015 -0.0323 0.0955 -0.0594
C -0.752 2.113 -7.839 -0.0243 -0.1179 0.2410
C -0.069 0.991 -7.376 -0.0388 0.0238 0.0327
C -0.300 0.509 -6.092 -0.0893 0.1698 -0.1169
C -1.211 1.152 -5.260 -0.0008 -0.0304 0.0686
H -2.191 3.634 -7.387 -0.0118 -0.1061 0.2403
H -0.568 2.484 -8.841 -0.0610 -0.0105 0.1331
H 0.648 0.492 -8.020 -0.0912 0.0551 0.0808
H 0.232 -0.368 -5.737 -0.0861 0.1224 0.0224
H -1.379 0.767 -4.260 -0.0650 0.2196 -0.1233
```
Positions in Å, forces in eV/Å.

From a natural (NBO) analysis of the wavefunction, the atomic charges in e read: -0.637 -0.230 -0.603 0.196 -0.244 -0.081 -0.121 0.010 -0.190 -0.070 -0.455 -0.640 -0.257 0.555 -0.507 -0.048 -0.122 -0.156 -0.221 0.002 0.183 -0.366 -0.444 -0.633 -0.403 0.998 -0.978 -0.170 0.552 -0.502 0.210 0.222 0.223 0.200 0.191 0.361 0.256 0.243 0.278 0.211 0.208 0.231 0.213 0.240 0.251 0.230 0.183 0.240 0.222 0.207 0.222 0.221 0.502 -0.360 0.526 -0.405 0.078 -0.205 -0.212 -0.172 -0.211 -0.188 0.248 0.224 0.222 0.232 0.238


This record from the Open Molecules 2025 dataset describes a structure of composition C28H28F3HgN6S. The level of theory is wB97M-V/def2-TZVPD.

Expectation value of S²: 0.773
Multiplicity: 2
Frontier orbital gap (alpha / beta) (eV): 4.073 / 4.552
Total charge: -2
Lowest unoccupied orbital energy (alpha / beta) (eV): 4.542 / 4.532
E_HOMO (alpha / beta) (Ha): 0.017 / -0.001

```
67
Properties=species:S:1:pos:R:3:forces:R:3
Hg -0.344 -0.091 -0.633 -0.8356 0.6476 -0.9248
C 0.631 -4.529 0.387 -0.1524 -0.0550 0.5279
C 0.224 -4.666 1.713 0.0709 -0.1544 -0.5692
C 0.266 -3.571 2.544 0.1015 0.7034 0.2322
C 0.739 -2.345 2.050 -0.1759 -1.1912 -1.2565
N 1.087 -2.214 0.752 0.1598 0.1108 1.0148
C 1.014 -3.266 -0.041 0.0676 -0.3660 -0.3287
C 0.907 -1.158 2.879 0.1441 1.5327 1.0566
C 1.108 -1.239 4.278 -0.2476 -0.8145 -0.8134
C 1.365 -0.062 4.969 0.1284 0.9653 0.1766
C 1.375 1.145 4.308 -0.1103 -0.4262 0.3049
C 1.121 1.155 2.904 0.0038 1.2718 0.1595
N 0.932 0.006 2.235 -0.2143 -1.4506 -0.4651
C 1.080 2.369 2.136 0.1428 -0.6069 0.3363
C 0.760 3.618 2.705 -0.0137 0.4455 0.1854
C 0.682 4.735 1.911 0.0603 -0.2095 0.1537
C 0.942 4.618 0.535 -0.0277 0.1724 -0.0354
C 1.261 3.362 0.050 0.0009 0.2130 -0.1310
N 1.340 2.275 0.798 -0.2813 -0.0088 -0.0041
H 0.631 -5.370 -0.288 -0.0844 -0.0058 -0.1170
H -0.142 -5.614 2.092 0.0139 -0.0307 -0.0592
H -0.085 -3.643 3.564 0.0288 0.0277 0.0442
H 1.297 -3.098 -1.074 -0.0787 0.0530 -0.0708
H 1.116 -2.194 4.784 0.0181 -0.0652 -0.0047
H 1.588 -0.095 6.031 -0.0224 0.0060 0.0098
H 1.609 2.064 4.831 -0.0053 -0.0250 -0.0002
H 0.526 3.676 3.761 -0.0158 0.0274 -0.0239
H 0.402 5.687 2.347 -0.0144 0.0299 -0.0206
H 0.862 5.467 -0.128 0.0060 -0.0261 -0.0636
H 1.469 3.206 -1.000 -0.0107 0.0355 -0.1415
F -0.502 3.010 -2.525 0.1114 -0.1759 0.0589
C -1.280 2.041 -1.897 0.0238 -0.1760 0.4220
F -2.126 1.641 -2.919 0.1915 -0.1158 0.1538
F -2.126 2.823 -1.105 0.1473 -0.1631 0.0154
S 2.399 -0.010 -2.070 -0.8838 0.1567 -0.6236
C 3.244 -0.341 -0.670 0.6828 0.3917 -0.1188
N 4.013 -1.464 -0.643 -0.1427 -0.2318 0.0955
C 4.422 -2.116 0.584 0.3200 -0.1285 0.4825
C 4.040 -1.280 1.799 0.0021 0.1473 -0.1356
C 4.172 0.204 1.456 0.2639 -0.1561 0.2679
N 3.342 0.533 0.325 -0.0586 -0.5820 0.0101
H 3.798 -2.079 -1.414 -0.0041 0.1748 -0.0094
H 5.511 -2.277 0.550 -0.1320 -0.0035 0.0653
H 3.938 -3.096 0.661 0.0431 0.0209 -0.0513
H 4.665 -1.544 2.655 -0.0293 0.0001 -0.0245
H 2.996 -1.460 2.048 0.3032 0.0023 0.0129
H 5.222 0.433 1.207 -0.0748 0.0261 0.1268
H 3.874 0.819 2.308 -0.0066 0.0140 -0.1006
H 2.536 1.208 0.434 0.1456 -0.1121 -0.0583
C -1.926 -3.597 -3.286 -0.1915 0.0532 0.1540
C -2.740 -3.463 -2.030 -0.0197 -0.2899 -0.2813
C -3.858 -4.233 -1.826 -0.0611 -0.0699 -0.1201
C -4.633 -4.116 -0.676 -0.4157 -0.2736 0.1107
C -4.247 -3.170 0.262 -0.1193 -0.0126 0.0856
C -3.139 -2.367 0.104 -0.0184 0.2268 0.3883
C -2.824 -1.349 1.161 0.0687 0.0348 -0.1774
C -2.301 -2.486 -1.059 -0.0938 -0.0247 0.1006
N -1.194 -1.862 -1.366 0.9836 0.4651 0.0289
H -2.469 -4.167 -4.040 -0.0585 -0.1438 -0.0806
H -0.970 -4.086 -3.090 0.1526 0.0016 -0.0118
H -1.690 -2.607 -3.671 0.0909 0.0895 -0.0759
H -4.158 -4.934 -2.601 0.0397 -0.0658 -0.0468
H -5.519 -4.725 -0.521 0.0418 0.0196 -0.0430
H -4.849 -3.040 1.157 -0.0137 -0.0036 0.0775
H -3.524 -1.420 1.995 -0.0668 -0.0478 0.0379
H -2.894 -0.334 0.754 0.0908 0.0735 0.0712
H -1.811 -1.470 1.557 0.0311 0.0727 0.0211
```
Positions in Å, forces in eV/Å.

From a natural (NBO) analysis of the wavefunction, the atomic charges in e read: 1.184 -0.268 -0.175 -0.253 0.145 -0.456 0.082 0.249 -0.387 -0.207 -0.272 0.072 -0.488 0.106 -0.262 -0.197 -0.362 0.094 -0.543 0.208 0.200 0.207 0.214 0.194 0.187 0.195 0.193 0.187 0.200 0.212 -0.424 0.554 -0.413 -0.425 -0.351 0.334 -0.629 -0.211 -0.421 -0.219 -0.629 0.406 0.165 0.199 0.198 0.242 0.167 0.222 0.470 -0.618 -0.098 -0.226 -0.367 -0.212 -0.137 -0.613 0.147 -1.062 0.171 0.191 0.232 0.169 0.170 0.170 0.186 0.206 0.196


This record from the Open Molecules 2025 dataset describes a cluster of 4 separate species, C28H28F7N2O in total. The level of theory is wB97M-V/def2-TZVPD.

Frontier orbital gap (eV): 4.655
Total charge: +1
Lowest unoccupied orbital energy (eV): -5.727
E_HOMO (Ha): -0.382

```
66
Properties=species:S:1:pos:R:3:forces:R:3
C -0.586 4.339 -3.484 0.0329 0.1235 -0.0108
C 0.009 2.790 -3.344 0.3871 0.8941 -1.4648
F -1.067 1.830 -2.985 2.4169 1.9741 -0.4083
C 1.299 2.691 -2.305 -0.6099 -0.2536 1.4200
C 0.991 1.665 -1.019 0.6161 -0.0591 -1.5571
C 1.645 0.176 -1.162 -3.1462 0.5404 5.7291
C 1.311 -0.733 0.208 -0.8451 5.9198 -2.8716
C 0.436 0.155 1.253 -0.0057 -0.4361 -0.1331
C 0.058 -0.587 2.706 0.0744 1.4691 -0.0327
C 0.623 -2.105 2.855 -0.4745 -0.6665 0.4920
O -0.042 -3.094 1.943 0.6546 2.6839 0.1768
C 0.254 -2.637 4.392 -0.9536 -0.6855 1.7982
F 1.066 -3.828 4.798 -2.9867 4.0704 -1.4378
F -1.214 -2.982 4.439 5.0234 1.0233 0.0824
F 0.472 -1.605 5.435 -0.6326 -3.3243 -3.3960
N -0.111 1.527 1.180 2.3004 -3.8283 -1.2631
N 0.166 2.251 0.070 3.0912 -4.2653 -2.2718
H -0.351 4.954 -2.510 -0.6887 -1.2187 -1.8189
H -0.061 4.933 -4.377 -0.9667 -1.6185 1.9707
H -1.746 4.357 -3.730 2.5352 -0.2757 0.6823
H 0.439 2.531 -4.425 -1.3307 0.0378 2.4957
H 2.279 2.322 -2.857 -2.2215 0.7597 1.2920
H 1.502 3.755 -1.815 -0.3316 -2.2731 -1.2281
H 2.268 -0.237 -2.075 -1.4956 1.3527 1.9763
H 1.687 -1.833 0.318 -0.9561 2.2904 0.0970
H -1.119 -0.514 2.883 2.5858 -0.4212 -0.5305
H 0.540 0.118 3.537 -0.9563 -1.7131 -1.7534
H 1.805 -2.208 2.758 -2.5613 0.3845 0.2119
H -0.526 -2.604 1.207 0.8013 -0.8033 1.6277
H -0.196 3.249 0.005 0.5724 -1.7442 0.1308
F -5.663 -3.885 6.899 -0.1724 0.1100 -0.0748
C -4.549 -4.518 7.291 0.9050 -0.5284 0.3303
C -4.611 -5.421 8.347 -0.0602 0.0143 -0.0099
C -3.453 -6.083 8.753 0.1361 0.2900 -0.3572
C -2.242 -5.828 8.105 -0.0562 0.0013 0.0176
C -2.189 -4.916 7.049 -0.3075 -0.1434 0.2540
C -3.350 -4.262 6.636 -0.0694 0.0458 -0.0158
H -5.559 -5.600 8.844 0.0764 0.0393 -0.0874
H -3.492 -6.797 9.572 -0.0307 0.1525 -0.1463
H -1.338 -6.342 8.424 -0.1762 0.1029 -0.0655
H -1.245 -4.716 6.549 -0.2026 -0.0347 0.0621
H -3.328 -3.557 5.812 -0.0412 -0.0600 0.1036
F 3.759 4.265 -2.630 -0.3430 0.3046 -0.1442
C 4.873 3.632 -2.238 1.2782 -0.6076 0.3587
C 4.811 2.729 -1.182 -0.0743 0.0249 -0.1212
C 5.969 2.067 -0.776 0.1880 0.2170 -0.3422
C 7.180 2.322 -1.424 -0.0935 -0.0340 0.0546
C 7.233 3.234 -2.480 -0.3356 -0.1343 0.2346
C 6.073 3.888 -2.892 -0.1034 0.0448 -0.0320
H 3.863 2.550 -0.685 0.0577 0.0534 0.0147
H 5.930 1.353 0.043 -0.0061 0.1564 -0.1247
H 8.084 1.808 -1.105 -0.1920 0.1164 -0.0639
H 8.177 3.434 -2.980 -0.2178 -0.0228 0.0742
H 6.094 4.593 -3.717 -0.0364 -0.0442 0.1025
F -1.458 2.292 -6.087 0.4308 0.3525 0.0386
C -2.507 1.460 -6.132 -1.1807 -0.9465 -0.0644
C -3.384 1.406 -5.054 0.0355 0.1062 0.0004
C -4.479 0.543 -5.101 0.2320 -0.0843 -0.4231
C -4.678 -0.265 -6.223 0.0291 0.0330 0.0554
C -3.790 -0.208 -7.298 -0.0329 0.1921 0.3736
C -2.701 0.663 -7.255 0.1219 0.0742 0.0320
H -3.208 2.035 -4.187 -0.0158 -0.0780 -0.1373
H -5.174 0.500 -4.267 0.1482 0.0346 -0.1418
H -5.530 -0.941 -6.258 0.1733 0.1407 -0.0022
H -3.945 -0.841 -8.168 0.0521 0.1580 0.1496
H -2.006 0.727 -8.085 -0.0453 0.0160 0.0925
```
Positions in Å, forces in eV/Å.

From a natural (NBO) analysis of the wavefunction, the atomic charges in e read: -0.675 0.195 -0.387 -0.504 0.287 -0.167 -0.149 0.185 -0.500 0.019 -0.696 0.979 -0.326 -0.341 -0.337 -0.138 -0.290 0.204 0.255 0.262 0.219 0.275 0.258 0.307 0.300 0.287 0.289 0.230 0.482 0.469 -0.321 0.399 -0.285 -0.189 -0.230 -0.195 -0.290 0.231 0.222 0.217 0.216 0.224 -0.334 0.387 -0.308 -0.192 -0.217 -0.175 -0.277 0.204 0.220 0.228 0.232 0.239 -0.336 0.390 -0.289 -0.193 -0.223 -0.188 -0.285 0.225 0.221 0.223 0.226 0.231